[1]
Here is a structure of composition C19H24CdN3O2S2 from the Open Molecules 2025 dataset. Energies are from ωB97M-V/def2-TZVPD.

As for the HOMO energy: -0.163 hartree. Its total charge is -1.

Positions of all 51 atoms, in Å:
Cd 1.128 -0.309 -0.460
C -1.354 -1.548 -2.247
N -1.165 -1.313 -0.786
C -2.100 -0.263 -0.328
C -1.769 0.235 1.035
N -0.584 1.073 1.012
C -0.804 2.371 0.447
C 0.200 1.203 2.185
C -0.423 1.262 3.453
C 0.356 1.472 4.597
C 1.706 1.601 4.480
C 2.344 1.535 3.252
C 1.616 1.379 2.052
S 2.512 1.418 0.568
C -1.316 -2.522 0.010
C -2.578 -3.121 0.268
C -2.698 -4.357 0.883
C -1.580 -4.937 1.413
C -0.363 -4.328 1.306
C -0.161 -3.130 0.579
S 1.453 -2.642 0.257
H -2.402 -1.938 -2.495
H -0.563 -2.170 -2.710
H -1.297 -0.568 -2.710
H -3.135 -0.631 -0.367
H -1.971 0.546 -1.091
H -1.583 -0.549 1.791
H -2.560 0.809 1.519
H -1.588 2.931 1.044
H -1.132 2.236 -0.605
H 0.135 2.944 0.487
H -1.479 1.054 3.618
H -0.032 1.394 5.606
H 2.334 1.673 5.328
H 3.434 1.606 3.222
H -3.475 -2.616 -0.084
H -3.621 -4.871 0.844
H -1.665 -5.899 1.825
H 0.536 -4.806 1.708
N 3.324 2.930 -2.666
C 2.338 2.931 -3.726
C 1.871 1.557 -4.209
C 1.283 0.750 -3.060
O 0.307 1.231 -2.504
O 1.912 -0.279 -2.685
H 3.780 2.055 -2.766
H 2.801 2.898 -1.790
H 2.750 3.490 -4.530
H 1.483 3.509 -3.381
H 2.677 0.957 -4.650
H 1.119 1.746 -4.941

Cartesian forces, eV/Å:
-0.2 -0.2 -0.8
-0.9 -0.1 -0.1
-0.7 -0.5 0.0
0.0 0.0 -1.5
0.7 0.4 1.9
0.9 -0.7 -0.4
-0.7 1.0 -0.6
0.1 0.2 1.2
0.9 -0.2 0.1
-0.9 -0.5 0.0
1.0 -0.1 -0.9
-0.4 0.2 -0.4
-0.3 0.0 1.4
0.2 0.3 -0.3
0.0 -0.8 0.9
0.7 0.7 -0.8
0.0 1.2 -0.6
0.3 0.2 -0.3
1.2 0.4 -0.1
-1.2 -0.5 -0.5
0.7 0.0 0.2
1.3 0.1 0.5
-0.5 0.1 0.6
0.2 0.1 -0.1
0.1 0.2 0.0
-0.4 -0.5 0.7
0.0 -0.2 -0.7
-0.7 0.1 -0.4
0.5 -0.4 -0.5
0.3 0.6 0.6
-0.4 -0.2 -0.3
0.1 0.2 -0.5
-0.5 0.2 -0.2
0.4 0.2 0.9
-0.4 0.0 -0.2
0.1 -0.2 -0.2
-0.9 -0.3 0.3
0.1 -1.1 0.7
-0.4 0.1 -0.1
-0.7 0.5 0.5
-0.5 0.0 0.2
0.7 -0.3 0.3
1.7 0.0 -0.9
-2.0 0.5 1.3
-0.1 -0.2 0.2
0.9 -0.9 0.4
0.5 -0.2 0.0
0.3 0.4 -1.2
-0.3 -0.1 0.0
0.0 0.3 0.0
-0.7 -0.1 -0.8

Charges in e, computed with Löwdin, in the same order as the atoms: Cd 1.1239; C -0.0727; N -0.2272; C -0.1942; C -0.1906; N -0.2523; C -0.0961; C -0.2880; C -0.0255; C -0.1236; C -0.1354; C -0.1347; C -0.6782; S 0.4945; C -0.2841; C -0.0401; C -0.1210; C -0.1302; C -0.1436; C -0.6965; S 0.4709; H 0.1024; H 0.0964; H 0.0527; H 0.1093; H 0.1136; H 0.1353; H 0.1146; H 0.1052; H 0.0735; H 0.0754; H 0.1011; H 0.0913; H 0.0827; H 0.0920; H 0.0962; H 0.0807; H 0.0823; H 0.0916; N 0.0103; C -0.3035; C -0.1207; C -0.7772; O -0.0658; O -0.1445; H 0.0469; H 0.0099; H 0.0788; H 0.1078; H 0.1113; H 0.0950


[2]
Here is a structure of composition C16H28BF4N6PtSbSe4 from the Open Molecules 2025 dataset. Energies are from ωB97M-V/def2-TZVPD.

As for the HOMO energy (spin up / spin down): -0.028 / -0.057 hartree. The spin multiplicity is 3. Its expectation value of S² is 2.02. Its total charge is -2.

Positions of all 61 atoms, in Å:
Pt -1.228 0.212 -1.116
C 1.509 1.020 -4.149
N 1.446 0.018 -3.098
C 0.718 -1.192 -3.439
C 1.741 0.330 -1.824
N 1.020 -0.140 -0.836
C 1.530 -0.141 0.475
C 2.860 -0.426 0.786
C 3.347 -0.315 2.082
C 2.498 0.101 3.098
C 1.155 0.312 2.815
C 0.637 0.116 1.531
N -0.720 0.262 1.239
C -1.659 -0.177 2.019
N -2.911 0.376 1.945
C -4.023 -0.518 1.634
C -3.070 1.715 1.373
N -1.518 -1.179 2.947
C -0.542 -2.240 2.812
C -2.344 -1.267 4.130
N 2.816 1.183 -1.659
C 2.856 2.196 -0.626
C 4.002 1.047 -2.464
H 0.504 1.174 -4.547
H 2.167 0.695 -4.962
H 1.851 1.970 -3.754
H 1.219 -1.667 -4.291
H -0.311 -0.958 -3.713
H 0.709 -1.885 -2.605
H 3.525 -0.735 -0.011
H 4.388 -0.534 2.288
H 2.868 0.241 4.107
H 0.468 0.614 3.598
H -3.790 -1.540 1.925
H -4.209 -0.510 0.556
H -4.927 -0.190 2.154
H -2.217 2.340 1.619
H -3.974 2.161 1.795
H -3.173 1.692 0.290
H -0.169 -2.293 1.797
H -1.031 -3.193 3.022
H 0.298 -2.106 3.501
H -2.965 -0.383 4.223
H -1.703 -1.347 5.016
H -2.987 -2.153 4.104
H 1.875 2.296 -0.166
H 3.114 3.159 -1.079
H 3.591 1.958 0.151
H 3.919 0.170 -3.102
H 4.878 0.926 -1.814
H 4.175 1.924 -3.101
Se -4.173 4.660 -1.147
Sb -2.755 3.448 -2.761
Se -3.106 0.250 -2.412
Se -0.718 2.476 -1.430
Se -1.721 4.922 -4.433
F -0.458 -4.238 0.250
B -1.149 -3.788 -0.899
F -2.377 -4.459 -1.005
F -0.356 -4.023 -2.045
F -1.403 -2.367 -0.790

Cartesian forces, eV/Å:
0.1 -0.8 0.0
0.0 -0.1 0.0
0.2 -0.2 -0.3
0.1 0.0 -0.1
0.3 0.3 0.1
-0.1 -0.1 0.4
0.1 -0.1 -0.2
0.0 -0.1 0.0
-0.1 0.0 0.0
0.0 0.0 0.0
0.0 -0.1 0.0
-0.1 0.1 0.2
0.5 0.1 -0.1
-0.2 0.1 0.1
-0.1 0.0 -0.1
0.0 0.1 0.1
-0.1 -0.1 0.1
0.0 -0.1 0.0
-0.1 0.0 -0.1
0.1 0.0 -0.1
-0.2 -0.1 0.1
0.0 0.1 -0.1
0.0 0.1 0.0
0.0 0.0 0.0
0.0 0.0 0.0
0.0 0.0 0.0
0.0 0.0 0.0
-0.1 0.0 0.0
-0.1 0.0 0.1
0.0 0.0 0.0
0.0 0.0 0.0
0.0 0.0 0.0
0.0 0.0 0.0
0.0 0.0 0.0
0.0 0.0 0.0
0.0 0.0 0.0
0.1 0.0 0.0
0.0 0.0 0.0
0.0 0.0 -0.1
0.0 0.0 -0.1
0.0 0.0 0.0
0.0 0.0 0.0
0.0 0.1 0.0
0.0 0.0 0.0
0.0 0.0 0.0
0.0 0.0 0.0
0.0 0.0 0.0
0.0 0.0 0.0
0.0 0.0 0.0
0.0 0.0 0.0
0.0 0.0 0.0
0.2 -0.2 -0.1
-0.2 0.3 0.1
0.0 0.1 0.0
-0.1 0.6 -0.3
0.1 -0.1 0.0
-0.1 0.2 -0.1
-0.1 0.1 -0.2
0.2 0.1 0.0
-0.2 0.1 0.3
0.2 -0.4 0.2

Charges in e, computed with Löwdin, in the same order as the atoms: Pt 0.3384; C -0.0579; N -0.1530; C -0.0543; C -0.4486; N 0.0188; C -0.2305; C -0.0523; C -0.1173; C -0.1165; C -0.0486; C -0.2389; N 0.0653; C -0.3837; N -0.1578; C -0.0493; C -0.0941; N -0.1388; C -0.0372; C -0.0719; N -0.1611; C -0.0671; C -0.0753; H 0.0944; H 0.0840; H 0.0816; H 0.0887; H 0.0606; H 0.0716; H 0.1132; H 0.0881; H 0.0882; H 0.1143; H 0.0838; H 0.0669; H 0.0840; H 0.0795; H 0.0819; H -0.0064; H 0.0860; H 0.0936; H 0.0844; H 0.0851; H 0.0829; H 0.0830; H 0.0469; H 0.0932; H 0.0820; H 0.0898; H 0.0834; H 0.0856; Se -0.3921; Sb -0.1471; Se -0.0302; Se 0.0315; Se -0.4175; F 0.0756; B -1.2089; F 0.0885; F 0.0770; F -0.0152


[3]
Here is a structure of composition C16H24F6NO11Zn from the Open Molecules 2025 dataset. Energies are from ωB97M-V/def2-TZVPD.

As for the HOMO energy: -0.194 hartree. Its total charge is -1.

Positions of all 59 atoms, in Å:
Zn -1.517 0.198 0.291
C 0.186 2.928 0.916
O 1.226 2.786 1.897
O -0.577 1.859 1.005
C -0.530 4.296 1.023
F -1.658 4.273 0.283
F -0.880 4.578 2.306
F 0.209 5.336 0.563
C 2.271 3.739 1.912
C 3.078 3.513 3.166
H 3.866 4.276 3.229
H 2.487 3.708 4.063
H 3.583 2.554 3.277
H 1.883 4.760 1.929
H 2.918 3.618 1.032
H 0.703 3.017 -0.072
C -3.661 -0.864 -0.965
O -2.499 -1.582 -0.551
O -3.419 0.364 -0.442
C -3.845 -0.923 -2.495
F -4.136 -2.194 -2.935
F -4.954 -0.174 -2.827
F -2.790 -0.471 -3.211
C -2.570 -3.006 -0.504
C -1.246 -3.544 -0.035
H -1.289 -4.637 -0.085
H -0.389 -3.182 -0.604
H -1.055 -3.287 1.009
H -2.808 -3.453 -1.475
H -3.345 -3.359 0.185
H -4.557 -1.367 -0.564
N -2.632 -1.129 3.089
O -2.652 -0.729 4.265
O -1.992 -0.462 2.220
O -3.134 -2.228 2.767
O 0.329 -0.873 0.727
C 1.427 -1.013 1.157
O 2.515 -1.177 0.390
C 3.686 -1.339 1.184
C 3.163 -1.720 2.579
C 1.793 -1.081 2.642
H 4.245 -0.401 1.172
H 4.360 -2.118 0.831
H 3.816 -1.405 3.395
H 3.147 -2.810 2.603
H 1.639 -0.099 3.087
H 1.099 -1.754 3.145
O -0.671 0.442 -1.613
C -0.165 -0.004 -2.603
O 0.470 -1.169 -2.647
C 1.110 -1.347 -3.941
C 0.391 -0.392 -4.858
C -0.037 0.739 -3.927
H 0.966 -2.401 -4.176
H 2.176 -1.165 -3.793
H -0.493 -0.882 -5.273
H 0.938 0.009 -5.711
H -0.917 1.258 -4.292
H 0.735 1.490 -3.741

Cartesian forces, eV/Å:
-0.6 1.0 0.9
0.7 -1.4 -1.2
0.2 0.6 0.4
-0.7 0.3 0.0
-1.0 -0.7 0.8
0.4 0.2 0.3
0.1 0.2 -0.6
-0.1 0.0 0.0
-0.2 -0.5 0.2
0.6 0.9 0.7
0.1 -0.1 -0.2
-0.2 -0.3 -0.1
-0.3 -0.2 -0.3
0.1 0.0 0.0
-0.1 0.1 -0.2
0.1 0.1 -0.1
0.7 1.4 1.7
0.0 -1.8 -1.0
-0.5 -0.4 -1.2
-0.9 0.4 -0.1
0.4 0.8 0.1
1.2 -0.6 0.0
-0.7 -0.3 0.0
0.2 -0.4 0.1
0.4 -0.3 0.5
0.1 0.0 -0.1
-0.2 0.0 -0.3
-0.2 0.1 0.0
0.1 0.4 -0.2
-0.1 0.4 0.1
-0.1 -0.1 0.0
0.5 -0.7 0.2
-0.2 -0.1 -0.8
-0.1 0.1 0.6
0.0 0.6 0.0
0.0 -0.1 -0.9
-0.3 0.0 1.7
0.3 -0.3 -0.8
0.4 0.4 1.0
0.9 0.5 0.2
-0.5 -1.0 -0.6
-0.1 0.1 0.1
-0.4 0.0 -0.6
0.1 0.1 -0.2
-0.5 0.0 0.2
0.5 0.1 -0.1
-0.3 0.2 -0.1
0.2 0.0 -0.3
-0.3 1.2 0.0
0.2 -0.3 -0.3
0.0 -0.6 0.7
-0.2 0.7 -0.7
0.2 -0.7 0.1
0.1 0.1 -0.2
0.0 0.2 -0.2
-0.1 0.0 0.1
0.4 -0.4 0.1
-0.2 -0.1 0.5
0.1 -0.1 -0.2

Charges in e, computed with Löwdin, in the same order as the atoms: Zn 0.7285; C -0.4687; O -0.0840; O -0.1361; C -0.5318; F 0.1342; F 0.1285; F 0.0985; C -0.2890; C -0.0871; H 0.0684; H 0.0777; H 0.0630; H 0.1066; H 0.1168; H 0.1504; C -0.4332; O -0.1388; O -0.1579; C -0.4751; F 0.0923; F 0.1051; F 0.1356; C -0.2463; C -0.0736; H 0.0762; H 0.0671; H 0.0715; H 0.1090; H 0.1223; H 0.1630; N -0.5604; O -0.0270; O -0.0852; O -0.0418; O 0.1108; C -0.4303; O 0.0489; C -0.1580; C -0.1539; C -0.0381; H 0.1223; H 0.1173; H 0.1129; H 0.1132; H 0.1382; H 0.1331; O 0.1041; C -0.4630; O 0.0519; C -0.1277; C -0.1559; C -0.0546; H 0.1259; H 0.1279; H 0.1193; H 0.1143; H 0.1279; H 0.1347


[4]
Here is an isolated molecule of C5H9N3 from the Open Molecules 2025 dataset. Energies are from ωB97M-V/def2-TZVPD.

As for the HOMO energy: -0.291 hartree. Its total charge is 0.

Positions of all 17 atoms, in Å:
C 0.120 -1.039 -1.280
C 0.780 -0.027 -0.414
N 1.345 1.224 -1.087
N 1.172 2.324 -0.137
C 0.235 2.001 0.598
C -0.138 0.656 0.434
C -1.021 0.099 1.191
N -1.307 -1.345 1.088
H -0.186 -1.948 -0.691
H -0.796 -0.675 -1.580
H 0.554 -1.684 -2.235
H 1.672 -0.492 0.224
H 2.382 1.119 -1.151
H -0.134 2.704 1.261
H -1.477 0.633 2.152
H -2.222 -1.805 1.341
H -0.978 -1.745 0.287

Cartesian forces, eV/Å:
1.4 -4.6 -2.1
4.1 0.3 -0.8
2.0 -0.4 0.5
2.2 0.2 -3.2
-0.1 -0.3 0.6
-1.1 0.1 1.5
-4.1 -3.4 3.8
-2.1 2.2 3.5
1.3 0.8 -1.1
-2.0 1.1 -1.1
-0.2 2.5 2.3
-1.8 0.6 -1.0
-1.2 0.2 -0.3
-0.9 1.1 1.5
0.7 -1.2 -2.6
1.4 1.6 0.0
0.4 -0.8 -1.5

Charges in e, computed with Löwdin, in the same order as the atoms: C -0.0722; C -0.3347; N -0.0083; N 0.0514; C -0.1711; C -0.3248; C -0.0844; N 0.0476; H 0.0639; H 0.0557; H 0.1491; H 0.1901; H 0.1134; H 0.1022; H 0.1634; H 0.1114; H -0.0526


[5]
Here is a structure of composition C3H6N4O from the Open Molecules 2025 dataset. Energies are from ωB97M-V/def2-TZVPD.

As for the HOMO energy: -0.329 hartree. Its total charge is 0.

Positions of all 14 atoms, in Å:
C -0.684 0.058 -0.103
C 0.226 1.332 -0.228
C 2.277 -0.832 0.596
H -2.509 -1.148 -0.869
H -2.056 1.092 1.113
H 0.393 -0.902 -1.198
H -0.270 2.375 -0.308
H 2.634 -1.776 0.656
H 2.047 -0.127 1.642
N -2.010 0.558 0.142
N -0.519 -1.018 -0.732
N 1.505 1.068 -0.350
N 1.861 -0.220 -0.485
O -2.896 -0.461 0.124

Cartesian forces, eV/Å:
-1.9 4.4 -1.4
1.4 -1.9 0.2
-3.1 7.0 1.1
-0.9 3.0 4.3
-0.1 -1.6 -2.5
-0.4 -1.0 0.1
1.4 -1.9 0.4
1.0 -2.8 -0.2
1.1 -2.4 -2.7
2.3 0.8 2.7
-0.2 -0.3 -0.4
-2.6 2.1 -0.3
2.5 -1.7 2.5
-0.5 -3.7 -3.7

Charges in e, computed with Löwdin, in the same order as the atoms: C -0.4152; C -0.0445; C 0.0019; H 0.2654; H 0.1848; H 0.0448; H 0.1381; H 0.0188; H 0.1514; N -0.1344; N 0.1234; N -0.0186; N -0.1357; O -0.1803


[6]
Here is a cluster of 2 separate species, C2H5NO4 in total from the Open Molecules 2025 dataset. Energies are from ωB97M-V/def2-TZVPD.

As for the HOMO energy: -0.396 hartree. Its total charge is 0.

Positions of all 12 atoms, in Å:
O 0.727 1.410 1.297
C -0.360 0.869 1.384
N -0.649 -0.350 0.870
C 0.322 -1.168 0.233
O 0.155 -2.356 0.233
O 1.411 -0.624 -0.268
H -1.149 1.393 1.931
H -1.479 -0.898 0.992
H 1.564 0.273 0.035
O -0.298 0.469 -1.906
H -0.853 0.309 -2.673
H 0.610 0.672 -2.127

Cartesian forces, eV/Å:
0.0 -0.2 -0.3
0.1 0.6 0.3
1.1 -0.2 -0.6
0.2 -0.7 0.6
-0.4 0.0 -0.4
0.5 -0.6 -0.2
-0.4 -0.3 0.0
-0.5 0.4 0.5
-0.3 0.8 0.6
-0.8 0.1 0.5
0.5 0.2 -0.3
0.0 -0.1 -0.7

Charges in e, computed with Löwdin, in the same order as the atoms: O 0.0309; C -0.2923; N 0.1504; C -0.5852; O 0.1223; O 0.1285; H 0.1395; H 0.1543; H 0.0843; O -0.0320; H 0.0536; H 0.0457